Density functional theory data (ωB97M-V/def2-TZVPD) for an isolated ion of composition C3H7N2S and charge +1 at a distorted geometry.

```
13
C3H7N2S (ωB97M-V/def2-TZVPD)
C 0.4894 -2.3124 -0.1184
C 1.2132 0.1526 0.1236
C -1.2365 0.5413 0.2842
N 0.8453 -1.2292 0.4669
N 0.2102 0.9946 0.1882
S 2.8538 0.6286 -0.0745
H 0.3204 -3.2239 0.4394
H 0.3973 -2.4826 -1.1299
H -1.5129 0.4198 1.4336
H -1.7982 1.3123 -0.2279
H -1.3073 -0.4613 -0.3264
H 0.4915 1.9729 -0.0132
H 2.3481 1.8568 -0.5737
```

HOMO (eV): -14.797
Charge: +1
LUMO level (hartree): -0.1527
Relative energy (zero: lowest compared OMol25 entry of this formula, charge and spin) (kcal/mol): 53.8

Density functional theory data (ωB97M-V/def2-TZVPD) for an isolated ion of composition C3H7N2S and charge +1 at a distorted geometry.

```
13
C3H7N2S (ωB97M-V/def2-TZVPD)
C 1.7906 -1.1646 -0.5748
N 0.5968 -0.4127 -0.2905
N 0.3214 -0.1961 0.8570
C -0.7374 0.7755 1.0816
C -1.6327 0.8509 -0.1717
S -0.5570 0.2421 -1.5188
H 2.3711 -0.5876 -1.1965
H 1.5035 -1.8951 -1.2337
H 2.2711 -1.6873 0.2551
H -0.0944 1.5802 1.4489
H -1.4702 0.4857 1.9213
H -2.5801 0.1008 -0.2468
H -1.7828 1.9082 -0.3310
```

SMILES: C[N+]1=NCCS1
HOMO (eV): -14.614
Charge: +1
LUMO level (hartree): -0.1864
Relative energy (zero: lowest compared OMol25 entry of this formula, charge and spin) (kcal/mol): 73.2

Density functional theory data (ωB97M-V/def2-TZVPD) for C3H7N2S as an isolated structure at a distorted geometry.

```
13
C3H7N2S (ωB97M-V/def2-TZVPD)
C 2.3090 -0.9190 1.0811
C -0.8660 0.1360 -0.2220
C -1.8867 1.1101 -0.8183
N 0.9497 -0.7495 1.4077
N 2.5774 -0.1226 0.1125
S 0.5053 0.7109 0.4733
H 2.9396 -1.7616 1.3791
H -1.0992 -0.9258 -0.3195
H -2.4020 0.5318 -1.7270
H -1.3735 2.0845 -1.0660
H -2.4959 1.1950 0.0905
H 0.6262 -1.0950 2.3264
H 3.4781 -0.0333 -0.1791
```

HOMO (alpha / beta) (eV): -11.650 / -15.256
Charge: +1
LUMO level (alpha / beta) (hartree): -0.1504 / -0.2951
<S²>: 2.011
Relative energy (zero: lowest compared OMol25 entry of this formula, charge and spin) (kcal/mol): 67.1
Spin multiplicity: 3

Density functional theory data (ωB97M-V/def2-TZVPD) for an isolated ion of composition C3H7N2Si and charge +1 at a distorted geometry.

```
13
C3H7N2Si (ωB97M-V/def2-TZVPD)
C -1.2744 -0.5550 -1.1946
C -0.5429 -1.1517 -0.2081
C -0.4747 1.4525 -0.3592
N -1.2560 0.8323 -1.1280
N 0.1110 -0.2793 0.6467
Si 1.6477 -0.2213 1.4237
H -2.0279 -0.8949 -1.8750
H -0.4095 -2.2098 -0.0875
H 0.0480 2.2483 0.0308
H -1.9378 1.2857 -1.7270
H 1.7105 -1.4836 2.0626
H 1.6355 1.0529 2.0868
H 2.7706 -0.0761 0.3288
```

HOMO (alpha / beta) (eV): -13.831 / -13.831
Charge: +1
LUMO level (alpha / beta) (hartree): -0.1950 / -0.1951
Relative energy (zero: lowest compared OMol25 entry of this formula, charge and spin) (kcal/mol): 93.5

Density functional theory data (ωB97M-V/def2-TZVPD) for one molecule with the formula C3H7N3 at a distorted geometry.

```
13
C3H7N3 (ωB97M-V/def2-TZVPD)
C -1.7940 0.7134 0.1425
N -0.5303 0.0830 0.4927
C 0.1604 -1.4211 -0.2963
N 0.4583 0.9458 0.6105
C 1.6173 0.4249 0.4376
N 2.8107 0.5639 0.1686
H -1.9766 1.5229 0.8526
H -2.5843 -0.0309 0.2208
H -1.7844 1.1326 -0.8694
H 1.1621 -1.6697 -0.6353
H -0.5104 -1.4557 -1.1540
H -0.1094 -2.1516 0.4594
H 3.0806 1.3425 -0.4298
```

SMILES: CN(C)N=C=N
HOMO (alpha / beta) (eV): -7.560 / -7.560
Charge: 0
LUMO level (alpha / beta) (hartree): 0.0072 / 0.0072
Relative energy (zero: lowest compared OMol25 entry of this formula, charge and spin) (kcal/mol): 113.5

Density functional theory data (ωB97M-V/def2-TZVPD) for a 2-piece molecular cluster, C3H7N3 overall at a distorted geometry.

```
13
C3H7N3 (ωB97M-V/def2-TZVPD)
C 1.2197 -0.6097 1.4320
C 1.2101 0.1282 0.1115
C -0.0126 0.3089 0.9109
N -2.1866 0.0710 -2.1728
N -1.6667 0.8663 -1.4802
N -1.1940 -0.2138 0.4752
H 1.1030 -1.6023 1.5565
H 1.9368 -0.1472 2.0869
H 1.8604 1.0190 -0.1160
H 0.9999 -0.4938 -0.7411
H 0.0670 1.3310 1.2750
H -2.3218 0.3887 -3.2064
H -1.0152 -1.0461 -0.1315
```

HOMO (alpha / beta) (eV): -8.211 / -8.313
Charge: 0
LUMO level (alpha / beta) (hartree): 0.0089 / 0.0177
Relative energy (zero: lowest compared OMol25 entry of this formula, charge and spin) (kcal/mol): 120.4

Density functional theory data (ωB97M-V/def2-TZVPD) for one molecule with the formula C3H7N3 at a distorted geometry.

```
13
C3H7N3 (ωB97M-V/def2-TZVPD)
H 2.8630 -0.7408 0.3157
N 1.8155 -1.0702 -0.1195
C 1.2693 0.0874 -0.1589
N -0.0173 0.2535 -0.2845
C -0.6338 1.5866 0.0175
N -1.1200 -0.4977 -0.2027
C -1.2133 -1.8091 -0.0195
H 1.7916 1.1302 -0.0002
H -1.0700 1.4517 1.0218
H -1.3589 2.0131 -0.6996
H 0.3171 2.1704 0.0015
H -0.3667 -2.6247 0.2335
H -2.2764 -1.9505 -0.1051
```

SMILES: [H]/N=C/N(C)N=C
HOMO (eV): -8.571
Charge: 0
LUMO level (hartree): 0.0343
Relative energy (zero: lowest compared OMol25 entry of this formula, charge and spin) (kcal/mol): 87.6

Density functional theory data (ωB97M-V/def2-TZVPD) for one molecule with the formula C3H7N3 at a distorted geometry.

```
13
C3H7N3 (ωB97M-V/def2-TZVPD)
H 2.4949 1.5885 1.2218
N 2.1531 0.7592 1.7155
C 1.1993 0.1118 1.1323
N 0.3252 0.6188 0.2098
N 0.0204 -0.4385 -0.7269
C -1.1560 -1.0490 -0.3154
C -1.2033 0.0583 -1.3187
H 1.1156 -0.9528 1.5921
H 0.7424 1.5264 -0.2240
H -1.1075 -2.0393 -0.7764
H -1.7911 -0.9434 0.6739
H -1.3366 -0.2337 -2.4344
H -1.4564 0.9938 -0.7495
```

SMILES: [H]/N=C\NN1CC1
HOMO (eV): -9.033
Charge: 0
LUMO level (hartree): 0.0389
Relative energy (zero: lowest compared OMol25 entry of this formula, charge and spin) (kcal/mol): 87.9

Density functional theory data (ωB97M-V/def2-TZVPD) for a 2-piece molecular cluster, C3H7N3 overall at a distorted geometry.

```
13
C3H7N3 (ωB97M-V/def2-TZVPD)
C -1.3414 1.0418 0.8483
C 0.4979 -0.0047 -0.4252
N -0.9705 -0.3158 -0.5745
N 1.1326 -0.6289 0.6268
C 1.1102 0.7335 -1.3521
N -1.5675 0.6045 1.9370
H -1.2765 -1.2572 -0.3515
H -1.3442 0.0287 -1.4462
H 2.0981 -0.8818 0.4703
H 0.6217 -1.3159 1.1658
H -1.6488 -0.2601 2.4529
H 2.1324 1.0377 -1.2164
H 0.5559 1.2182 -2.1353
```

HOMO (eV): -8.031
Charge: 0
LUMO level (hartree): 0.0276
Relative energy (zero: lowest compared OMol25 entry of this formula, charge and spin) (kcal/mol): 71.9

Density functional theory data (ωB97M-V/def2-TZVPD) for one molecule with the formula C3H7N3 at a distorted geometry.

```
13
C3H7N3 (ωB97M-V/def2-TZVPD)
H 1.8345 1.0813 -1.4174
N 2.4329 0.8104 -0.6362
C 1.7242 0.2564 0.2898
N 0.3637 -0.0206 0.3364
N -0.0715 -0.5908 1.5505
C -0.5326 0.0706 -0.7128
C -1.8710 -0.0105 -0.7242
H 2.2488 -0.0491 1.2135
H -0.9344 -0.1413 1.8540
H -0.2900 -1.5756 1.3943
H -0.0336 0.2294 -1.6651
H -2.4565 -0.1433 0.1764
H -2.4145 0.0831 -1.6590
```

SMILES: [H]/N=C\N(N)C=C
HOMO (eV): -8.718
Charge: 0
LUMO level (hartree): 0.0318
Relative energy (zero: lowest compared OMol25 entry of this formula, charge and spin) (kcal/mol): 39.7

Density functional theory data (ωB97M-V/def2-TZVPD) for a 2-piece molecular cluster, C3H7N3 overall at a distorted geometry.

```
13
C3H7N3 (ωB97M-V/def2-TZVPD)
C -0.7349 0.3116 -0.0672
C 1.6217 1.1096 -0.0080
C -1.4589 -0.7435 0.5454
N 0.4459 0.6461 -0.0853
N -2.2448 -1.6545 0.1347
N 2.6788 0.9729 -0.7853
H -1.5106 0.9353 -0.4460
H 1.6748 1.7910 0.8517
H -1.7382 -0.4804 2.3893
H -2.4201 -2.1933 -0.7299
H -2.5838 -2.2470 0.8358
H 3.5622 1.3442 -0.5469
H 2.5093 0.2490 -1.5617
```

HOMO (alpha / beta) (eV): -19.626 / -19.626
Charge: +2
LUMO level (alpha / beta) (hartree): -0.3980 / -0.3981
Relative energy (zero: lowest compared OMol25 entry of this formula, charge and spin) (kcal/mol): 104.4

Density functional theory data (ωB97M-V/def2-TZVPD) for a 2-piece molecular cluster, C3H7N3O overall at a distorted geometry.

```
14
C3H7N3O (ωB97M-V/def2-TZVPD)
C 0.2253 -0.7173 -1.6303
C 0.7573 0.0885 -0.4325
N 0.2014 1.1753 -0.0612
N 0.5919 1.6929 1.1474
H 0.9763 -0.6094 -2.5467
H 0.1762 -1.8451 -1.3788
H -0.8708 -0.4753 -1.7340
H 1.6494 -0.1302 0.0709
H -0.1261 2.3067 1.5410
H 1.4951 2.1016 1.0817
N -1.9161 -0.5862 0.9465
C -0.9175 -1.2072 1.1892
O -0.0834 -1.9757 1.4451
H -2.1591 0.1813 0.3618
```

SMILES: C/C=N/N.N=C=O
HOMO (eV): -8.970
Charge: 0
LUMO level (hartree): 0.0386
Relative energy (zero: lowest compared OMol25 entry of this formula, charge and spin) (kcal/mol): 62.4